21
Properties=species:S:1:pos:R:3:forces:R:3 method="wB97M-V/def2-TZVPD" charge=+1 e_tot_ev=-9953.737 gap_ev=11.87
O -2.0698 0.2156 -2.5018 0.2 -0.5 -0.1
H 2.0163 0.2210 -1.7351 0.2 -0.7 -0.4
H -1.5213 -0.4760 -0.9684 0.7 0.4 -0.3
O -0.5651 0.8504 2.0771 0.1 -1.1 -0.4
H 0.6428 -0.6293 -2.4282 0.0 0.0 0.0
H 0.3131 0.9305 -0.3275 0.3 0.2 -0.9
H -2.2023 -0.2704 -3.3285 -0.1 0.2 0.2
H -0.7830 1.7253 2.3999 0.1 0.1 0.2
H 2.3438 0.2127 0.6553 0.3 -0.1 0.4
C 1.4044 -0.2197 0.9912 -1.1 -1.4 0.2
C 1.3132 -0.6076 -1.5694 -0.2 1.2 0.3
H 1.2841 1.5439 2.0625 0.8 -0.1 1.4
H -2.5998 1.0074 -2.5571 -0.3 0.4 -0.1
H -0.8217 -1.7154 -0.1098 0.1 0.0 0.0
H 0.9181 0.0731 3.2263 1.0 0.0 0.1
C 0.8706 0.5555 2.2650 -1.6 1.3 -3.0
N -0.8297 -0.7001 -0.2258 0.1 -0.8 1.8
H 1.8198 -1.5664 -1.4807 0.0 0.1 0.2
H -1.1539 -0.2976 0.6781 -0.2 -0.1 -0.3
H 1.5482 -1.2832 1.2126 0.3 0.1 0.1
C 0.5758 -0.1281 -0.3264 -0.7 0.8 0.6